No. 1
The following is a quantum chemistry calculation of a cluster of 6 separate species, H13NO5 in total in a non-equilibrium geometry, from the OMol25 dataset.

Positions of all 19 atoms, in Å:
1 N -1.1152 -1.2858 -2.0574
2 H -1.3386 -1.9172 -1.2904
3 H -1.9284 -1.0607 -2.6126
4 H -0.4410 -1.8733 -2.5445
5 O -1.8344 -0.0081 1.0300
6 H -2.3457 0.4098 1.7396
7 H -0.9442 0.1264 1.3871
8 O 0.7559 3.2075 0.0091
9 H 0.6964 3.9290 -0.6186
10 H 0.4071 2.4096 -0.4074
11 O 0.8373 0.4483 -1.0399
12 H 0.0076 0.0109 -1.4338
13 H 1.5940 -0.1300 -1.1586
14 O 0.3998 -2.4596 1.0353
15 H -0.3470 -2.7854 1.5555
16 H 0.5066 -1.6183 1.5102
17 O 1.4892 0.5900 1.7941
18 H 1.2655 1.0847 0.9889
19 H 2.3349 0.9222 2.1134

Cartesian forces (eV/Å) of the 6 atoms listed first:
N 0.8 -0.6 0.5
H -0.5 0.6 0.2
H 0.0 -0.4 -0.1
H -0.3 0.4 -0.7
O 0.1 0.3 0.8
H -0.2 -0.1 -0.4

Output
Charge   0
Energy relative to the best compared isomer or geometry (same formula, charge and spin)   19.5 kcal per mole
LUMO energy   0.02305 hartree
E_HOMO   -10.61 eV
Calculated total energy   -11939.029 eV



No. 2
The following is a quantum chemistry calculation of a cluster of 6 separate species, H13O6 in total in a non-equilibrium geometry, from the OMol25 dataset.

Positions of all 19 atoms, in Å:
1 O 3.5466 1.5889 -0.1350
2 H 4.2219 1.0555 -0.5658
3 H 4.0741 2.3676 0.0448
4 O -2.0480 -5.4397 -1.4110
5 H -2.9926 -5.2726 -1.4096
6 H -2.0078 -5.9120 -0.5821
7 O -0.6766 2.6749 1.9616
8 H -0.9354 2.1424 2.7176
9 H -0.6787 3.5566 2.3101
10 O 0.6218 -0.6950 -0.4402
11 H -0.1253 -1.0990 0.0420
12 H 1.1171 -1.4158 -0.8391
13 O -2.2697 0.1769 -0.8440
14 H -3.1380 0.3268 -0.5120
15 H -2.3097 -0.2158 -1.7046
16 O 0.9310 1.6527 0.3694
17 H 0.5541 0.8337 -0.1114
18 H 1.8754 1.5308 0.1745
19 H 0.2398 2.1432 0.9347

Cartesian forces (eV/Å) of the 6 atoms listed first:
O 0.4 -0.1 -0.1
H -0.3 -0.6 -0.2
H -0.2 0.7 0.4
O -0.3 0.1 0.2
H -0.3 0.3 -0.6
H 0.7 -0.4 0.4

Output
Charge   +1
Energy relative to the best compared isomer or geometry (same formula, charge and spin)   24.9 kcal per mole
LUMO energy   -0.10554 hartree
E_HOMO   -13.69 eV
Calculated total energy   -12489.446 eV



No. 3
The following is a quantum chemistry calculation of a cluster of 6 separate species, H13O6 in total in a non-equilibrium geometry, from the OMol25 dataset.

Positions of all 19 atoms, in Å:
1 O 0.4301 -0.5967 -0.1998
2 H 1.4966 -0.5801 0.0193
3 H 0.3746 0.3356 -0.6006
4 H -0.2622 -0.5285 0.5975
5 O -2.3998 -0.7033 -1.2634
6 H -2.9160 0.0104 -1.6265
7 H -3.0204 -1.0498 -0.6302
8 O -0.4298 2.0386 0.3662
9 H -1.3492 2.1893 0.2407
10 H -0.3206 2.5701 1.2420
11 O -1.4633 -0.9497 1.6193
12 H -1.7179 -0.2308 2.0950
13 H -2.1518 -1.7054 1.5400
14 O 1.5175 0.9501 -2.5388
15 H 1.6046 1.4138 -3.3170
16 H 1.9575 1.4057 -1.9099
17 O 2.7470 -1.2094 1.2346
18 H 3.4001 -1.8271 0.9494
19 H 2.5029 -1.5329 2.1822

Cartesian forces (eV/Å) of the 6 atoms listed first:
O 2.2 2.6 0.2
H -2.9 -1.0 0.7
H -0.6 -1.3 0.0
H 0.9 -0.9 -0.7
O 0.3 0.1 0.1
H -0.1 0.5 -0.7

Output
Charge   +1
Energy relative to the best compared isomer or geometry (same formula, charge and spin)   47.4 kcal per mole
LUMO energy   -0.12250 hartree
E_HOMO   -14.99 eV
Calculated total energy   -12488.471 eV